C25H20AsCl5CoN3OS4Sb as an isolated structure, computed with ωB97M-V/def2-TZVPD.

## Properties
- LUMO energy (alpha / beta): 3.6344 / 3.6345 eV
- Charge: -2
- Orbital gap (alpha / beta): 5.1 / 5.1 eV
- E_HOMO (alpha / beta): -1.51 / -1.51 eV
- ⟨S²⟩: 0.903
- M: 939.603 g/mol
- Multiplicity: 2
- Energy relative to the best compared isomer or geometry (same formula, charge and spin): 9.4 kJ/mol

Each line ends with the Löwdin spin population.
CARTESIAN COORDINATES (ANGSTROEM)
Co (1.1828, 0.1749, -0.9845)  1.13
S (-0.0636, -3.3106, 2.3127)  0.00
Sb (2.0401, -2.3051, 2.4441)  -0.01
S (2.1647, 1.3964, 0.6073)  -0.06
S (0.9039, -0.1256, 1.2172)  -0.08
S (3.3789, -3.2611, 0.8189)  0.00
Cl (-2.2832, 2.5312, -6.7937)  0.00
C (-1.1310, 2.0640, -5.5881)  0.00
C (-1.5501, 1.5696, -4.3550)  0.00
Cl (-3.2426, 1.4217, -4.0271)  0.00
C (-0.6316, 1.1971, -3.3904)  0.00
Cl (-1.1582, 0.5887, -1.8576)  0.03
C (0.7726, 1.3015, -3.5885)  0.00
O (1.6450, 0.9782, -2.7235)  0.00
C (1.1590, 1.8036, -4.8651)  0.00
Cl (2.8567, 1.9250, -5.1620)  0.00
C (0.2383, 2.1722, -5.8283)  0.00
Cl (0.7857, 2.7760, -7.3563)  0.00
N (0.4548, -10.4037, -0.4218)  0.00
C (0.5994, -9.2881, -0.6646)  0.00
C (0.7687, -7.8932, -0.9765)  0.00
C (0.9293, -7.5065, -2.3062)  0.00
C (1.0833, -6.1690, -2.6129)  0.00
C (1.0973, -5.2175, -1.5944)  0.00
C (0.9397, -5.5945, -0.2663)  0.00
C (0.7654, -6.9335, 0.0340)  0.00
N (1.2732, -3.8599, -1.9286)  0.00
C (2.0089, -3.3676, -2.9948)  0.00
C (1.9917, -2.0205, -2.8721)  0.00
N (1.2629, -1.6747, -1.7552)  0.00
C (0.8750, -2.7926, -1.1910)  0.00
H (0.9182, -8.2527, -3.0893)  0.00
H (1.1764, -5.8570, -3.6443)  0.00
H (0.9457, -4.8600, 0.5350)  0.00
H (0.6409, -7.2291, 1.0671)  0.00
H (2.4965, -4.0162, -3.6984)  0.00
H (2.4458, -1.2637, -3.4883)  0.00
H (0.3221, -2.8811, -0.2614)  0.00
C (-1.3009, 4.8558, 1.1487)  0.00
As (-1.1090, 2.8987, 1.3242)  0.00
C (-2.9067, 2.5963, 2.0727)  0.00
C (-0.0949, 2.8285, 3.0340)  0.00
C (-0.5456, 3.7684, 4.0963)  0.00
C (-0.0222, 5.0600, 4.1854)  0.00
C (-0.4606, 5.9507, 5.1531)  0.00
C (-1.4383, 5.5710, 6.0635)  0.00
C (-1.9638, 4.2879, 5.9945)  0.00
C (-1.5211, 3.4002, 5.0247)  0.00
H (-1.7829, 5.3095, 2.0161)  0.00
H (-1.8966, 5.0538, 0.2567)  0.00
H (-0.3177, 5.3058, 1.0055)  0.00
H (-3.1560, 3.3065, 2.8627)  0.00
H (-2.9579, 1.5787, 2.4622)  0.00
H (-3.6334, 2.6875, 1.2641)  0.00
H (0.9425, 2.9940, 2.7452)  0.00
H (-0.1782, 1.7880, 3.3494)  0.00
H (0.7450, 5.3618, 3.4815)  0.00
H (-0.0344, 6.9461, 5.1991)  0.00
H (-1.7812, 6.2645, 6.8216)  0.00
H (-2.7200, 3.9728, 6.7038)  0.00
H (-1.9287, 2.3968, 4.9849)  0.00

Atoms 1-6, force components in eV/Å:
Co 0.4 -0.2 0.1
S -0.1 0.0 0.0
Sb 0.1 0.0 -0.1
S -0.1 0.1 0.0
S 0.0 0.0 0.0
S 0.0 0.0 0.0

C25H20BaN6O2S as an isolated structure in a non-equilibrium geometry, computed with ωB97M-V/def2-TZVPD.

## Properties
- LUMO energy: -0.4742 eV
- Charge: 0
- Orbital gap: 6.1 eV
- E_HOMO: -6.61 eV
- M: 605.870 g/mol
- Multiplicity: 1

Each line ends with the Löwdin charge.
CARTESIAN COORDINATES (ANGSTROEM)
Ba (0.2614, -0.0674, 1.1061)  1.87
O (1.7706, 1.2615, 5.2135)  0.00
C (1.2598, 1.0586, 4.1110)  -0.50
N (1.4162, 0.0348, 3.2517)  -0.18
C (2.2715, -1.0856, 3.5679)  -0.21
C (2.9926, -1.1980, 4.7609)  -0.03
C (3.7940, -2.3005, 5.0360)  -0.11
C (3.8930, -3.3242, 4.1166)  -0.11
C (3.1892, -3.2448, 2.9216)  -0.03
C (2.3740, -2.1509, 2.6164)  -0.22
N (1.6081, -2.0563, 1.4038)  -0.19
C (1.6529, -3.0096, 0.4516)  -0.50
O (2.3335, -4.0325, 0.3744)  0.00
C (0.6988, -2.8141, -0.7627)  -0.19
C (0.8386, -3.7054, -1.8243)  0.00
C (-0.0157, -3.6110, -2.9062)  -0.04
C (-0.9950, -2.6256, -2.9194)  -0.06
C (-1.0561, -1.7677, -1.8452)  -0.17
N (-0.2439, -1.8572, -0.7828)  -0.10
C (0.2757, 2.1941, 3.6871)  -0.18
C (0.1851, 3.2953, 4.5400)  0.00
C (-0.6864, 4.3226, 4.2405)  -0.05
C (-1.4716, 4.2379, 3.0960)  -0.07
C (-1.3256, 3.1221, 2.3047)  -0.18
N (-0.4731, 2.1244, 2.5748)  -0.07
H (2.9198, -0.4025, 5.4811)  0.08
H (4.3342, -2.3411, 5.9750)  0.09
H (4.5127, -4.1920, 4.3117)  0.10
H (3.2650, -4.0402, 2.2017)  0.09
H (1.6111, -4.4566, -1.7489)  0.12
H (0.0742, -4.3038, -3.7342)  0.11
H (-1.6878, -2.5098, -3.7433)  0.10
H (-1.7959, -0.9724, -1.8286)  0.10
H (0.8091, 3.2937, 5.4216)  0.12
H (-0.7631, 5.1823, 4.8951)  0.11
H (-2.1799, 5.0104, 2.8262)  0.10
H (-1.9188, 3.0056, 1.4032)  0.09
N (-0.9657, 3.4990, -1.2200)  0.08
C (-0.7672, 2.4868, -2.1113)  -0.87
S (0.6252, 1.5610, -2.0639)  0.62
N (-1.8162, 2.3039, -2.9448)  0.06
C (-2.0305, 1.3402, -3.9747)  -0.25
C (-3.3579, 1.0142, -4.2382)  -0.04
C (-3.6734, 0.1128, -5.2417)  -0.08
C (-2.6616, -0.4724, -5.9935)  -0.09
C (-1.3426, -0.1336, -5.7326)  -0.08
C (-1.0145, 0.7714, -4.7298)  -0.05
H (-0.1609, 3.7637, -0.6762)  0.09
H (-1.6294, 4.2305, -1.4181)  0.11
H (-2.6414, 2.8413, -2.7284)  0.14
H (-4.1500, 1.4649, -3.6488)  0.11
H (-4.7108, -0.1323, -5.4329)  0.11
H (-2.9019, -1.1779, -6.7787)  0.10
H (-0.5446, -0.5744, -6.3179)  0.11
H (0.0152, 1.0271, -4.5433)  0.06

Atoms 1-6, force components in eV/Å:
Ba -1.2 1.5 -1.4
O 0.0 0.0 0.0
C 0.0 0.0 -0.1
N 0.7 -0.2 1.2
C -0.2 0.2 -0.1
C 0.0 0.0 0.0

C25H20Br2N4O7SV as an isolated structure, computed with ωB97M-V/def2-TZVPD.

## Properties
- LUMO energy (alpha / beta): -1.3985 / -0.8791 eV
- Charge: 0
- Orbital gap (alpha / beta): 6.8 / 7.3 eV
- E_HOMO (alpha / beta): -8.16 / -8.16 eV
- ⟨S²⟩: 0.763
- M: 731.275 g/mol
- Multiplicity: 2
- Energy relative to the best compared isomer or geometry (same formula, charge and spin): 23.5 kJ/mol

Each line ends with the Löwdin spin population.
CARTESIAN COORDINATES (ANGSTROEM)
V (0.2632, 0.4007, 0.6426)  1.04
O (-2.6237, 1.3525, 3.7541)  0.00
C (-3.6553, 1.5115, 2.9111)  0.00
C (-4.9155, 1.6643, 3.4974)  0.00
C (-6.0370, 1.8306, 2.7177)  0.00
C (-5.9402, 1.8478, 1.3254)  0.00
C (-4.7045, 1.7036, 0.7395)  0.00
C (-3.5450, 1.5400, 1.5105)  0.00
C (-2.2590, 1.4008, 0.8245)  0.00
O (-1.1543, 1.2865, 1.5484)  0.00
N (-2.1963, 1.3934, -0.4775)  -0.01
N (-0.8742, 1.2406, -0.8246)  -0.02
C (-0.4687, 1.7105, -1.9441)  0.02
C (0.9391, 1.8650, -2.2253)  0.00
C (1.3780, 2.1925, -3.5149)  0.00
C (2.7056, 2.4567, -3.7641)  0.00
C (3.6242, 2.4257, -2.7118)  0.00
C (3.2177, 2.1325, -1.4274)  0.00
C (1.8761, 1.8445, -1.1748)  0.00
O (1.4894, 1.5623, 0.0758)  -0.04
H (-1.8262, 1.1293, 3.2454)  0.00
H (-4.9746, 1.6357, 4.5769)  0.00
H (-7.0029, 1.9422, 3.1939)  0.00
H (-6.8236, 1.9715, 0.7144)  0.00
H (-4.5988, 1.7140, -0.3364)  0.00
H (-1.2128, 2.0923, -2.6385)  0.00
H (0.6497, 2.2362, -4.3159)  0.00
H (3.0347, 2.6971, -4.7655)  0.00
H (4.6679, 2.6375, -2.9032)  0.00
H (3.9147, 2.1050, -0.6008)  0.00
C (1.1639, -4.0114, -2.5265)  0.00
C (1.8237, -3.1469, -1.4916)  0.00
C (2.9328, -3.5641, -0.7645)  0.00
C (3.4807, -2.7374, 0.1956)  0.00
C (2.8776, -1.5129, 0.4235)  0.00
Br (3.6368, -0.3582, 1.7097)  0.00
N (1.8018, -1.0993, -0.2296)  0.00
C (1.3029, -1.9057, -1.1798)  0.00
H (1.9008, -4.5667, -3.1066)  0.00
H (0.5639, -3.4130, -3.2119)  0.00
H (0.5001, -4.7330, -2.0460)  0.00
H (3.3723, -4.5369, -0.9501)  0.00
H (4.3482, -3.0248, 0.7697)  0.00
H (0.4348, -1.5269, -1.7028)  0.00
O (-1.7562, -1.6176, 2.6391)  0.00
S (-0.5839, -1.7376, 1.8356)  0.00
O (0.0140, -3.0269, 1.6792)  0.00
O (-0.8457, -1.1163, 0.4125)  -0.01
O (0.4736, -0.6762, 2.2344)  0.02
Br (-4.0305, -4.1956, -2.3145)  0.00
C (-2.9352, -2.9684, -3.2362)  0.00
C (-2.8819, -2.9714, -4.6185)  0.00
C (-2.0516, -2.0514, -5.2389)  0.00
C (-1.3157, -1.1827, -4.4488)  0.00
N (-1.3669, -1.1845, -3.1187)  0.00
C (-2.1690, -2.0607, -2.5185)  0.00
H (-3.4727, -3.6734, -5.1907)  0.00
H (-1.9750, -2.0124, -6.3168)  0.00
H (-0.6475, -0.4575, -4.9016)  0.00
H (-2.1905, -2.0390, -1.4349)  0.00

Atoms 1-6, force components in eV/Å:
V 0.5 0.1 0.5
O 0.0 0.0 0.0
C 0.0 0.0 0.0
C 0.0 0.0 0.0
C 0.0 0.0 0.0
C 0.0 0.0 0.0

C25H20N3O7RuS as an isolated structure in a non-equilibrium geometry, computed with ωB97M-V/def2-TZVPD.

## Properties
- LUMO energy (alpha / beta): -2.1732 / -2.0945 eV
- Charge: 0
- Orbital gap (alpha / beta): 5.2 / 5.1 eV
- E_HOMO (alpha / beta): -7.34 / -7.24 eV
- ⟨S²⟩: 0.824
- M: 607.586 g/mol
- Multiplicity: 2

Each line ends with the Löwdin spin population.
CARTESIAN COORDINATES (ANGSTROEM)
Ru (1.1264, -0.1521, -0.2758)  0.88
O (5.0171, -0.0932, -0.3006)  -0.01
C (3.9729, -0.2537, 0.2912)  0.00
O (3.0267, 0.5774, 0.4338)  0.00
C (3.8098, -1.6194, 1.0812)  0.00
C (2.7479, -1.5499, 2.1883)  0.00
C (2.9310, -2.7926, 3.0864)  0.00
C (2.2430, -3.8806, 2.2438)  0.00
C (1.9352, -3.0878, 0.9675)  0.00
O (1.5344, -1.8294, 1.4986)  0.00
C (3.2650, -2.7859, 0.2400)  0.00
C (2.9803, -2.5169, -1.2760)  0.00
O (3.5505, -3.2095, -2.0908)  0.00
O (2.0888, -1.6514, -1.5389)  0.01
H (4.8063, -1.8430, 1.4660)  0.00
H (2.6751, -0.5918, 2.7027)  0.00
H (2.4539, -2.6583, 4.0546)  0.00
H (3.9835, -3.0068, 3.2486)  0.00
H (1.3113, -4.2108, 2.6997)  0.00
H (2.8693, -4.7478, 2.0528)  0.00
H (1.1498, -3.5059, 0.3364)  0.00
H (3.9476, -3.6360, 0.2616)  0.00
N (-2.0692, 2.6166, -1.3178)  0.00
C (-1.0778, 3.5653, -1.3395)  0.01
C (-1.1050, 4.9412, -1.4326)  0.00
C (0.0979, 5.6163, -1.2797)  0.02
C (1.3006, 4.9426, -1.0358)  0.00
C (1.3570, 3.5696, -0.9568)  0.01
C (0.1565, 2.8734, -1.1274)  0.00
N (-0.0474, 1.5564, -1.1078)  0.04
C (-1.4475, 1.3261, -1.1543)  0.00
C (-1.1004, -0.6797, -2.3573)  0.00
C (-1.3012, -1.8626, -1.6801)  0.00
S (-0.3023, -3.0816, -2.3503)  0.00
C (0.3342, -1.9019, -3.4534)  0.00
N (-0.1662, -0.7294, -3.3412)  0.00
H (-2.9663, 2.7130, -1.7619)  0.00
H (-2.0203, 5.4826, -1.6098)  0.00
H (0.1007, 6.6939, -1.3286)  0.00
H (2.2015, 5.5197, -0.9027)  0.00
H (2.2599, 3.0160, -0.7366)  0.00
H (-2.0207, -2.0953, -0.9196)  0.00
H (1.1013, -2.1681, -4.1515)  0.00
O (-0.9727, 0.0302, 0.8246)  0.02
C (-1.8376, 0.6443, 0.1951)  0.01
O (-1.8646, 0.4394, -2.1980)  0.00
C (-3.2158, 0.6975, 0.6567)  0.00
C (-4.2848, 0.6976, -0.2445)  0.00
C (-5.5750, 0.5485, 0.2231)  0.00
C (-5.8174, 0.4359, 1.5837)  0.00
C (-4.7651, 0.4770, 2.4874)  0.00
C (-3.4685, 0.5881, 2.0294)  0.00
H (-4.0885, 0.7455, -1.3036)  0.00
H (-6.3976, 0.5067, -0.4754)  0.00
H (-6.8286, 0.3080, 1.9361)  0.00
H (-4.9607, 0.4116, 3.5480)  0.00
H (-2.6327, 0.6038, 2.7130)  0.00

Atoms 1-6, force components in eV/Å:
Ru -0.8 -0.2 -0.5
O -0.2 0.4 -0.1
C 1.7 -2.9 0.6
O -3.3 1.7 -0.8
C -0.1 1.2 -0.3
C 1.3 0.3 0.8